(1)
ORCA calculation (ωB97M-V with the def2-TZVPD basis set) on 10 unconnected molecules or ions with the total composition C23H68NO19 at a distorted geometry.

As for the total charge: +1. For the HOMO-LUMO gap, the calculation gives 9.8911 eV. As for the HOMO energy: -11.69 eV. The LUMO energy comes out at -1.79 eV. The calculated total energy is -2400.45101 hartree.

The geometry in XYZ format:
```
111
C23H68NO19 (ωB97M-V with the def2-TZVPD basis set)
C 0.672 1.338 -1.960
N 0.566 0.351 -0.927
C 0.136 -0.812 -1.564
C 1.878 0.107 -0.294
C -0.218 0.886 0.137
C -0.392 -0.122 1.324
O -1.370 0.205 2.269
H 1.266 1.011 -2.851
H 0.827 2.506 -1.594
H -0.268 1.335 -2.467
H 0.581 -1.050 -2.439
H -1.062 -0.801 -1.770
H 0.373 -1.902 -1.074
H 2.003 -0.848 0.277
H 2.379 0.855 -0.096
H 2.686 0.026 -1.220
H -1.144 1.349 -0.384
H 0.076 1.828 0.562
H 0.484 -0.423 1.959
H -0.559 -1.101 0.941
H -1.008 0.826 3.010
C -1.316 -4.394 -4.109
C -0.898 -3.573 -5.394
O -1.506 -3.980 -6.521
O -0.467 -3.827 -3.216
H -1.326 -5.381 -4.319
H -2.440 -4.227 -4.116
H 0.303 -3.621 -5.466
H -1.055 -2.497 -5.525
H -1.132 -3.692 -7.229
H -0.877 -3.994 -2.307
C 2.683 -1.292 5.434
C 1.924 -0.869 4.208
O 2.778 -0.591 3.123
O 3.547 -2.349 4.935
H 1.903 -1.558 6.178
H 3.238 -0.430 5.706
H 1.617 0.279 4.544
H 1.161 -1.632 3.871
H 3.283 -1.480 3.052
H 4.522 -2.273 5.032
C -1.550 1.149 -5.201
C -0.281 0.751 -6.009
O 0.748 1.040 -5.099
O -2.655 0.900 -6.141
H -1.516 2.277 -4.947
H -1.665 0.541 -4.365
H -0.103 1.454 -6.721
H -0.043 -0.157 -6.471
H 1.358 0.354 -5.205
H -2.602 1.313 -6.885
C 4.430 2.548 -1.709
C 5.084 2.158 -0.310
O 5.286 3.370 0.228
O 4.443 1.227 -2.353
H 5.269 3.166 -1.978
H 3.455 2.870 -1.684
H 6.081 1.803 -0.537
H 4.401 1.478 0.405
H 6.093 3.824 -0.066
H 5.318 1.080 -2.699
C -1.307 3.027 4.065
C -0.656 4.412 4.243
O -1.531 5.408 4.511
O -0.332 2.004 4.160
H -1.881 2.950 3.339
H -1.929 3.122 4.946
H -0.244 4.556 3.218
H 0.132 4.369 5.028
H -0.922 6.218 4.641
H 0.148 2.014 4.999
C -4.194 -0.320 0.378
C -4.309 -0.179 -1.206
O -3.534 -1.180 -1.717
O -5.224 0.624 0.947
H -3.307 0.057 0.541
H -4.393 -1.253 0.807
H -3.914 0.942 -1.581
H -5.319 -0.089 -1.429
H -3.508 -0.969 -2.622
H -5.828 0.647 0.294
C 1.421 -3.911 1.526
C 2.307 -4.422 0.391
O 2.642 -3.293 -0.338
O 1.134 -4.809 2.518
H 0.472 -3.538 1.154
H 1.958 -2.964 1.952
H 1.704 -4.928 -0.326
H 3.159 -4.931 0.525
H 3.178 -2.844 0.113
H 0.847 -4.136 3.140
C -0.851 4.498 -0.287
C -1.040 5.994 -0.074
O 0.374 6.458 0.077
O -1.964 3.624 -0.050
H 0.000 4.109 0.235
H -0.367 4.466 -1.297
H -1.413 6.333 0.755
H -1.328 6.696 -1.035
H 0.774 6.270 -0.822
H -2.814 3.860 -0.502
C -1.869 -3.014 3.632
C -2.617 -4.117 2.914
O -3.606 -3.398 2.019
O -0.681 -3.632 4.009
H -2.504 -2.484 4.323
H -1.670 -2.432 2.922
H -3.279 -4.634 3.526
H -1.989 -4.882 2.352
H -4.481 -3.477 2.327
H -0.846 -4.152 4.786
```


(2)
ORCA calculation (ωB97M-V with the def2-TZVPD basis set) on 12 unconnected molecules or ions with the total composition C48H87F9O24S9 at a distorted geometry.

For the HOMO-LUMO gap, the calculation gives 10.2588 eV. As for the HOMO energy: -9.99 eV. The LUMO energy comes out at 0.27 eV. The calculated total energy is -8169.32863 hartree. Its structure (SMILES) is CCOC(=O)C(F)(F)F.CCOC(=O)C(F)(F)F.CCOC(=O)C(F)(F)F.O=S1(=O)CCCC1.O=S1(=O)CCCC1.O=S1(=O)CCCC1.O=S1(=O)CCCC1.O=S1(=O)CCCC1.O=S1(=O)CCCC1.O=S1(=O)CCCC1.O=S1(=O)CCCC1.O=S1(=O)CCCC1.

The geometry in XYZ format:
```
177
C48H87F9O24S9 (ωB97M-V with the def2-TZVPD basis set)
C -2.612 -0.821 3.705
C -3.878 -1.469 3.206
O -3.910 -2.862 3.659
C -5.021 -3.528 3.429
O -6.036 -3.105 2.960
C -4.848 -5.042 3.831
F -5.969 -5.726 3.526
F -3.747 -5.598 3.302
F -4.743 -5.252 5.126
H -2.680 0.243 3.459
H -1.723 -1.160 3.237
H -2.500 -0.828 4.772
H -3.797 -1.427 2.093
H -4.814 -0.977 3.418
C 3.396 3.818 1.373
C 3.794 2.418 1.587
O 3.508 2.092 2.950
C 4.261 1.227 3.576
O 5.232 0.666 3.149
C 3.635 0.965 4.967
F 2.634 0.031 4.727
F 4.533 0.429 5.736
F 3.110 1.946 5.615
H 2.314 3.990 1.613
H 3.533 3.955 0.333
H 4.010 4.517 1.967
H 4.833 2.456 1.316
H 3.286 1.719 0.896
C -1.625 -0.769 -7.141
C -2.792 0.029 -6.620
O -3.244 -0.523 -5.378
C -4.158 0.219 -4.796
O -4.788 1.108 -5.283
C -4.361 -0.102 -3.253
F -3.322 0.468 -2.708
F -5.444 0.291 -2.704
F -4.211 -1.441 -3.060
H -1.962 -1.806 -7.373
H -0.752 -0.770 -6.469
H -1.417 -0.424 -8.135
H -3.609 0.017 -7.368
H -2.512 1.053 -6.439
O 3.875 -4.688 2.515
S 3.834 -3.379 3.102
O 3.136 -2.353 2.315
C 3.270 -3.434 4.817
C 4.445 -4.009 5.598
C 5.741 -3.235 5.061
C 5.563 -2.961 3.516
H 2.333 -4.013 4.771
H 2.930 -2.424 5.106
H 4.234 -3.935 6.698
H 4.400 -5.052 5.424
H 6.699 -3.689 5.332
H 5.735 -2.284 5.601
H 6.325 -3.408 2.848
H 5.500 -1.862 3.250
O -0.265 -1.812 -3.085
S 0.416 -3.082 -3.021
O 1.450 -3.223 -2.004
C -0.797 -4.411 -2.920
C -0.929 -4.901 -4.355
C 0.487 -4.842 -4.937
C 1.062 -3.507 -4.663
H -1.691 -3.957 -2.567
H -0.448 -5.181 -2.250
H -1.312 -5.931 -4.435
H -1.520 -4.115 -4.856
H 0.551 -5.130 -5.984
H 1.149 -5.507 -4.391
H 0.727 -2.704 -5.303
H 2.137 -3.560 -4.545
O 7.272 0.275 -2.053
S 5.867 -0.012 -2.248
O 5.224 0.318 -3.508
C 5.533 -1.806 -1.908
C 4.854 -1.809 -0.534
C 3.947 -0.598 -0.631
C 4.851 0.580 -0.959
H 6.467 -2.392 -1.980
H 4.888 -2.107 -2.732
H 4.317 -2.761 -0.439
H 5.577 -1.739 0.264
H 3.476 -0.416 0.352
H 3.117 -0.774 -1.350
H 5.428 1.061 -0.145
H 4.296 1.343 -1.506
O 0.803 -7.557 0.944
S 0.070 -6.367 0.696
O -0.558 -6.269 -0.585
C -1.178 -6.140 1.899
C -1.087 -4.601 2.216
C 0.427 -4.318 2.222
C 1.092 -4.951 1.022
H -0.844 -6.665 2.803
H -2.102 -6.592 1.556
H -1.487 -4.047 1.372
H -1.553 -4.377 3.148
H 0.936 -4.802 3.052
H 0.631 -3.257 2.134
H 2.079 -5.341 1.236
H 1.109 -4.425 0.092
O -2.797 5.162 -1.301
S -1.531 5.554 -0.740
O -1.405 5.897 0.662
C -0.313 4.281 -1.080
C 0.888 5.078 -1.641
C 0.316 6.119 -2.595
C -0.954 6.772 -1.912
H -0.686 3.627 -1.862
H -0.054 3.789 -0.168
H 1.455 5.538 -0.810
H 1.589 4.441 -2.179
H 0.133 5.622 -3.554
H 0.994 6.960 -2.774
H -1.735 6.937 -2.646
H -0.710 7.668 -1.374
O -0.934 2.330 -6.017
S 0.226 2.523 -5.160
O 0.436 3.740 -4.419
C 0.484 1.147 -4.049
C 1.989 0.877 -4.142
C 2.358 0.902 -5.633
C 1.797 2.243 -6.092
H -0.070 0.273 -4.346
H 0.203 1.351 -2.994
H 2.626 1.625 -3.649
H 2.272 -0.098 -3.680
H 1.948 0.061 -6.260
H 3.436 0.873 -5.676
H 1.580 2.421 -7.135
H 2.416 3.084 -5.820
O 0.087 2.683 6.749
S -0.728 2.732 5.545
O -1.361 1.524 5.090
C -1.887 4.101 5.700
C -2.316 4.313 4.249
C -0.997 4.379 3.500
C 0.087 3.470 4.130
H -1.260 4.884 6.029
H -2.667 3.910 6.461
H -2.911 3.494 3.851
H -2.840 5.237 4.095
H -0.583 5.408 3.517
H -1.166 4.236 2.448
H 0.936 4.001 4.487
H 0.361 2.635 3.474
O 1.090 0.971 -0.758
S 0.373 0.739 0.442
O 0.757 1.536 1.565
C -1.301 0.743 0.131
C -1.585 -0.675 -0.347
C -0.729 -1.676 0.477
C 0.592 -1.025 0.893
H -1.663 1.525 -0.541
H -1.798 0.848 1.108
H -2.653 -0.887 -0.262
H -1.235 -0.798 -1.350
H -0.603 -2.637 -0.009
H -1.295 -1.871 1.392
H 1.428 -1.406 0.330
H 0.779 -0.987 1.960
O -3.196 3.387 0.979
S -4.526 2.928 0.633
O -4.726 1.481 0.720
C -5.899 3.792 1.403
C -6.922 4.112 0.252
C -6.082 4.354 -1.017
C -4.977 3.326 -1.051
H -5.549 4.708 1.909
H -6.270 3.079 2.172
H -7.638 3.280 0.214
H -7.493 4.959 0.499
H -5.615 5.305 -0.895
H -6.634 4.341 -1.974
H -4.039 3.504 -1.567
H -5.396 2.350 -1.459
```


(3)
ORCA calculation (ωB97M-V with the def2-TZVPD basis set) on a molecular structure, CH5FN2 at a distorted geometry.

For the HOMO-LUMO gap (alpha / beta), the calculation gives 8.4718 / 9.0376 eV. As for the HOMO energy (alpha / beta): -8.81 / -8.97 eV. The LUMO energy (alpha / beta) comes out at -0.34 / 0.07 eV. The calculated total energy is -250.25225 hartree.

The geometry in XYZ format:
```
9
CH5FN2 (ωB97M-V with the def2-TZVPD basis set)
C -0.827 0.960 0.717
N 1.079 0.013 -0.388
N 1.013 -1.193 -0.513
F -0.293 -1.718 -1.368
H -1.426 0.843 -0.128
H -0.835 0.203 1.387
H -0.765 1.973 1.154
H 1.038 0.673 -1.154
H 1.016 -1.756 0.294
```